[1]
16
Properties=species:S:1:pos:R:3:forces:R:3 method="wB97M-V/def2-TZVPD" e_homo_ev="-6.7 / -9.6" homo_lumo_gap_ev="7.42 / 6.63" spin_multiplicity=3 total_charge=0 s_squared=2.010 e_lumo_ev="0.76 / -2.93" fmax_ev_per_a=3.72
C -2.3723 1.8519 -0.2318 -0.92 -1.29 0.59
C -1.0067 -0.1306 1.0267 1.23 2.63 0.63
C 3.1673 -1.9119 -0.3136 -1.61 -3.10 -1.11
C -1.5582 0.6118 -0.1870 -0.37 -3.58 0.94
N -0.1479 0.3713 -0.0835 -2.83 -0.07 0.86
Cl -2.2217 -0.6378 -1.2693 -0.58 -0.28 -0.87
I 1.1262 2.0405 0.0222 2.41 2.51 0.00
H -2.0896 2.4048 0.5981 0.32 1.39 1.71
H -2.0141 2.3322 -1.0561 0.56 1.82 -2.45
H -3.4902 1.7783 -0.2885 1.24 -0.58 0.12
H 2.1387 -1.9534 -0.0841 -1.65 0.79 -0.23
H -0.8605 0.3814 2.0637 -0.26 -0.87 -2.01
H -0.9374 -1.1681 0.9669 -0.79 -1.69 0.48
H 3.5878 -1.2246 0.2870 1.93 2.04 2.04
H 3.3324 -2.9594 -0.1058 1.24 -0.22 0.43
H 3.3462 -1.7863 -1.3449 0.07 0.52 -1.12

---

[2]
15
Properties=species:S:1:pos:R:3:forces:R:3 method="wB97M-V/def2-TZVPD" e_homo_ev=-15.6 de_lowest_ev=0.988 smiles=ClCC[NH+]1CC1 homo_lumo_gap_ev=12.89 total_charge=+1 e_lumo_ev=-2.72 fmax_ev_per_a=4.32
C 1.4781 0.8671 0.5723 2.31 -0.14 3.19
C 1.2904 0.7390 -0.8452 -0.59 2.16 -1.44
C -0.2853 -0.8885 0.4309 -3.28 1.10 -2.58
C -1.7277 -0.9519 -0.2627 1.79 1.34 1.20
N 0.1354 0.5202 0.1157 0.41 -1.82 0.83
Cl -2.5917 0.5671 0.1180 -0.80 0.00 0.00
H 1.9220 0.0015 1.1869 -0.52 1.42 -1.25
H 1.7572 1.8563 1.0428 -0.99 -1.10 -0.68
H 1.1509 1.7020 -1.3861 0.08 -0.73 0.55
H 1.7634 0.0305 -1.5125 -0.65 -0.85 0.44
H 0.1876 -1.6808 -0.0924 1.48 -0.22 -0.35
H -0.4422 -1.1484 1.4444 0.43 0.50 1.27
H -2.2426 -1.7059 0.2518 -0.96 -1.29 -0.07
H -1.6245 -1.0022 -1.3291 -0.28 -0.39 -0.38
H -0.7711 1.0941 0.2650 1.57 0.01 -0.74

---

Copy entry 1 word for word.
16
Properties=species:S:1:pos:R:3:forces:R:3 method="wB97M-V/def2-TZVPD" e_homo_ev="-6.7 / -9.6" homo_lumo_gap_ev="7.42 / 6.63" spin_multiplicity=3 total_charge=0 s_squared=2.010 e_lumo_ev="0.76 / -2.93" fmax_ev_per_a=3.72
C -2.3723 1.8519 -0.2318 -0.92 -1.29 0.59
C -1.0067 -0.1306 1.0267 1.23 2.63 0.63
C 3.1673 -1.9119 -0.3136 -1.61 -3.10 -1.11
C -1.5582 0.6118 -0.1870 -0.37 -3.58 0.94
N -0.1479 0.3713 -0.0835 -2.83 -0.07 0.86
Cl -2.2217 -0.6378 -1.2693 -0.58 -0.28 -0.87
I 1.1262 2.0405 0.0222 2.41 2.51 0.00
H -2.0896 2.4048 0.5981 0.32 1.39 1.71
H -2.0141 2.3322 -1.0561 0.56 1.82 -2.45
H -3.4902 1.7783 -0.2885 1.24 -0.58 0.12
H 2.1387 -1.9534 -0.0841 -1.65 0.79 -0.23
H -0.8605 0.3814 2.0637 -0.26 -0.87 -2.01
H -0.9374 -1.1681 0.9669 -0.79 -1.69 0.48
H 3.5878 -1.2246 0.2870 1.93 2.04 2.04
H 3.3324 -2.9594 -0.1058 1.24 -0.22 0.43
H 3.3462 -1.7863 -1.3449 0.07 0.52 -1.12